Entry from OMol25: 3 unconnected molecules or ions with the total composition C14H19F17N3O2 at a distorted geometry (ωB97M-V/def2-TZVPD).

Calculated values
net charge	+1
E	-69582.367	eV
LUMO	-3.830	eV
molar mass	584.291	g mol⁻¹
frontier orbital gap	0.340	hartree

Geometry as XYZ:
```
55
Properties=species:S:1:pos:R:3:forces:R:3:mulliken_charge:R:1
H 2.280 1.328 3.641 0.494 -0.720 0.159 0.392
H 1.767 2.294 2.298 0.179 0.212 -0.680 0.410
H 1.440 5.347 2.025 0.025 0.083 -0.392 0.304
H 1.798 3.041 5.215 0.004 -0.036 0.624 0.286
H 0.754 4.989 4.815 -0.045 0.519 0.742 0.352
H 0.042 4.193 3.491 -0.645 -0.400 -0.562 0.489
C -3.344 -3.276 -2.669 0.174 0.443 -0.072 0.738
H 1.847 -3.687 1.335 0.064 0.175 0.038 0.328
F -0.421 -0.655 -0.054 -0.227 -0.031 0.048 -0.225
F -1.552 -1.304 -6.305 -0.051 0.120 -0.034 -0.334
F -4.461 -3.122 -5.584 0.014 0.183 -0.377 -0.217
H -4.124 -1.266 -6.252 0.002 -0.031 0.015 0.296
F 1.607 -1.769 -1.315 0.163 -0.028 -0.018 -0.236
F -4.553 -5.270 -2.495 -0.003 -0.029 0.012 -0.268
N 2.752 6.427 4.696 0.344 0.328 0.702 -0.476
F 3.502 -0.308 -0.060 -0.094 -0.058 0.055 -0.284
C 2.390 6.369 3.377 0.471 0.263 -0.080 0.460
C 2.806 -1.237 0.640 0.216 0.193 0.040 0.003
H -1.288 -1.183 -4.021 0.080 -0.058 -0.042 0.441
O 0.115 -3.376 0.234 0.020 0.389 -0.079 -0.336
H 3.786 7.483 2.548 0.141 0.374 0.047 0.280
F -4.427 -2.637 -3.137 -0.077 -0.118 0.369 -0.286
C -3.657 -2.255 -6.238 -0.128 0.016 -0.255 0.104
C -0.577 -2.669 1.178 0.138 -0.279 -0.014 0.818
H 3.461 -1.654 1.410 -0.048 -0.014 -0.002 0.311
F -3.344 -4.971 -4.299 0.009 -0.177 0.212 -0.223
F 3.440 -2.876 -0.851 0.114 -0.029 0.078 -0.337
C 1.621 2.110 3.345 0.056 0.027 -0.307 -1.531
F 1.757 -0.613 1.230 0.460 0.184 -0.054 -0.219
F 3.190 3.713 3.975 0.959 0.323 -0.009 -0.361
H 2.685 7.375 5.042 0.205 0.250 0.032 0.275
C 0.976 4.486 3.905 0.295 0.455 0.079 -0.937
O -2.187 -2.713 -3.131 -0.049 -0.300 -0.200 -0.315
N 2.828 7.208 2.392 0.359 0.613 -0.200 -0.542
F -1.966 -0.795 1.489 0.015 -0.018 0.087 -0.290
C 1.519 -3.478 0.318 0.224 -0.532 0.021 -0.746
F -3.336 -3.133 -1.317 -0.216 -0.107 0.086 -0.352
N 1.600 5.453 3.012 -1.475 -1.483 -0.263 -0.052
F -1.511 -3.485 1.699 -0.074 0.002 0.141 -0.295
H -2.013 -1.847 -0.214 0.019 -0.056 0.039 -0.261
F -3.509 -2.685 -7.511 -0.032 0.014 0.118 -0.268
F 0.221 -2.260 2.187 -0.323 -0.165 0.132 -0.276
C 1.894 3.306 4.178 -0.548 -0.372 -0.034 0.613
C -2.281 -2.196 -5.577 0.151 -0.307 0.258 0.842
H -3.018 -0.978 -3.917 -0.133 -0.079 -0.130 0.335
C 2.318 -2.327 -0.312 -0.402 -0.032 -0.171 0.908
F -1.675 -3.398 -5.668 0.026 0.112 -0.105 -0.263
H 2.238 8.022 2.302 -0.168 0.207 -0.494 0.294
C -1.307 -1.495 0.534 -0.215 0.383 -0.179 0.751
H -2.550 -5.281 -2.494 -0.011 0.027 0.015 0.269
H 0.616 1.770 3.462 -0.748 -0.244 0.246 0.447
H 1.765 -4.359 -0.272 0.010 0.019 -0.105 0.414
H 3.710 6.120 4.809 0.082 -0.449 0.353 0.293
C -3.391 -4.772 -2.969 -0.052 -0.280 0.006 0.248
C -2.235 -1.707 -4.122 0.250 0.514 0.103 -0.771
```
Forces are in eV/Å.

Entry from OMol25: a molecular structure, C14H19N5OPt (ωB97M-V/def2-TZVPD).

Calculated values
<S²>	2.01
net charge	+2
E	-27555.392	eV
LUMO (alpha / beta)	-6.298 / -7.462	eV
molar mass	468.418	g mol⁻¹
spin multiplicity	3
frontier orbital gap (alpha / beta)	0.228 / 0.275	hartree

Geometry as XYZ:
```
40
Properties=species:S:1:pos:R:3:forces:R:3:mulliken_charge:R:1
C 2.471 1.632 0.146 -0.117 -0.083 0.063 0.484
C -3.639 2.101 -0.087 -0.064 0.080 0.023 -0.540
H 0.908 -2.782 0.411 0.011 -0.064 -0.027 0.328
H 3.860 3.225 -0.199 -0.006 -0.029 0.008 0.414
C 3.742 2.168 0.003 0.086 0.091 0.016 -0.722
C 0.571 -4.323 -1.801 0.008 -0.018 -0.070 -0.581
C 0.453 -2.811 -1.610 -0.019 -0.010 0.003 -0.615
H 3.154 -1.505 0.767 -0.005 0.015 -0.040 0.378
C 4.841 1.342 0.131 0.067 0.012 -0.009 -0.282
N -2.191 0.218 0.160 -0.217 -0.089 -0.065 -0.374
H 1.022 -5.663 -3.370 0.000 -0.015 0.019 0.374
C -4.551 -0.100 0.070 -0.058 -0.014 0.001 -0.694
H -0.354 -2.412 -2.225 -0.009 0.030 -0.017 0.389
N 0.044 1.731 0.014 -0.107 -0.140 0.155 0.042
H -5.386 -0.786 0.101 0.020 0.021 0.006 0.387
H -5.742 1.671 -0.170 0.019 -0.006 0.012 0.459
C 1.253 2.516 0.072 -0.054 -0.026 -0.016 -0.524
H 1.372 -2.311 -1.920 0.032 0.016 0.032 0.412
H -3.074 -1.639 0.328 0.009 0.001 -0.026 0.357
Pt 0.069 -0.221 0.115 0.063 0.091 -0.027 0.567
C -3.258 -0.580 0.187 0.100 0.059 0.024 0.071
H 1.213 3.160 0.957 0.020 0.037 0.039 0.357
N 2.284 0.331 0.392 0.167 -0.081 -0.125 -0.358
C -4.744 1.264 -0.074 -0.047 0.018 -0.012 -0.289
H -0.697 -2.845 0.108 0.008 -0.055 -0.021 0.323
H -3.724 3.175 -0.176 -0.013 -0.012 -0.014 0.456
H 0.250 -4.306 -3.895 -0.015 0.010 0.004 0.362
C 3.353 -0.466 0.524 -0.053 0.079 0.048 -0.054
O -1.244 3.622 0.086 0.035 0.113 -0.016 -0.559
C 4.646 -0.007 0.405 0.018 -0.016 0.018 -0.720
H -0.369 -4.834 -1.604 -0.025 -0.015 0.019 0.380
C -1.168 2.421 0.043 0.058 -0.069 -0.105 0.011
N 0.180 -2.447 -0.214 -0.054 0.177 0.098 -0.662
H 1.848 -4.241 -3.490 0.012 0.006 0.006 0.358
N 0.947 -4.651 -3.229 -0.012 0.010 0.026 -0.309
H 1.317 3.197 -0.779 -0.018 0.002 -0.072 0.419
H 1.343 -4.754 -1.165 0.041 -0.017 -0.014 0.391
C -2.385 1.537 0.030 0.159 -0.111 0.053 0.724
H 5.480 -0.683 0.534 -0.011 0.014 -0.002 0.392
H 5.841 1.742 0.026 -0.030 -0.013 0.005 0.446
```
Forces are in eV/Å.

Entry from OMol25: a gas-phase ion, C14H19N6O3 (charge +1) at a distorted geometry (ωB97M-V/def2-TZVPD).

Calculated values
net charge	+1
E	-29901.037	eV
LUMO	-2.862	eV
molar mass	319.345	g mol⁻¹
frontier orbital gap	0.305	hartree
ΔE to the lowest compared entry with this formula, charge and spin	4.7	kJ/mol

Geometry as XYZ:
```
42
Properties=species:S:1:pos:R:3:forces:R:3:mulliken_charge:R:1
N -2.148 1.117 -0.556 -1.876 -0.744 -0.429 0.803
C 2.702 -0.148 -1.390 0.101 0.365 -0.355 -0.446
H -1.379 -0.335 3.184 -0.099 -0.004 0.167 0.518
H 2.237 1.865 -0.717 -0.048 0.099 0.015 0.323
C 0.374 0.042 0.307 0.104 0.006 -0.121 -0.286
C -1.952 1.822 -4.018 -0.007 0.074 -0.223 -1.282
N -3.439 0.827 -2.257 0.301 0.259 0.774 0.438
O 2.604 -0.823 -0.147 -0.005 -0.157 0.292 -0.507
C 1.600 -1.270 1.911 -0.129 0.317 -0.095 0.450
C -3.338 0.644 -0.930 0.583 0.045 0.287 0.524
C 4.561 -2.770 3.428 -0.009 0.078 0.009 -1.085
H 3.186 1.778 -2.207 0.010 0.079 -0.109 0.370
H 0.298 0.533 -0.649 0.113 -0.030 -0.053 0.651
C 0.553 -1.160 2.805 0.108 -0.084 -0.068 -0.587
C -0.675 0.143 1.213 -0.124 -0.086 0.006 -0.164
H -1.901 1.909 1.365 0.030 -0.216 -0.240 0.217
H -2.544 2.691 -4.303 -0.013 0.047 -0.040 0.313
H -4.969 0.089 0.242 0.129 0.273 -0.180 0.287
O 2.981 -1.150 4.260 0.019 -0.053 -0.083 -0.521
O 2.743 -1.986 2.180 -0.296 -0.131 -0.533 -0.417
H -2.211 1.004 -4.688 0.045 -0.021 -0.051 0.355
H -4.975 1.209 -3.485 0.081 -0.023 0.327 0.256
H 3.947 1.440 -0.650 0.084 0.042 0.030 0.348
H 5.266 -2.402 4.168 -0.032 0.019 0.019 0.343
C 3.034 1.331 -1.229 -0.107 -0.392 0.119 -1.074
H 4.238 -3.768 3.720 -0.023 -0.072 -0.003 0.266
N -3.972 0.017 0.074 -0.379 -0.375 -0.041 -0.227
C -1.926 0.924 0.868 0.738 0.499 0.791 0.125
H -4.996 -0.310 -2.777 0.201 0.012 -0.002 0.257
H -2.969 -0.676 1.674 0.094 0.131 -0.411 0.366
H 0.631 -1.616 3.778 0.035 -0.034 0.042 0.437
C 3.363 -1.872 3.384 0.298 0.152 0.492 0.672
H 5.022 -2.831 2.447 0.044 -0.039 -0.030 0.329
H -0.901 2.071 -4.114 0.026 -0.007 0.006 0.372
C -0.585 -0.446 2.464 -0.032 0.099 -0.223 -1.058
N -3.176 0.232 1.255 -0.247 -0.155 0.369 -0.311
H 1.787 -0.288 -1.979 0.075 -0.069 0.052 0.336
N -4.413 0.432 -3.147 -0.454 -0.198 -0.479 -1.090
N -1.472 1.608 -1.597 0.840 0.636 -0.599 -1.058
C 1.529 -0.655 0.642 0.014 -0.213 0.441 0.642
H 3.522 -0.658 -1.901 -0.188 0.042 0.010 0.379
C -2.237 1.439 -2.629 -0.003 -0.172 0.121 0.732
```
Forces are in eV/Å.